Molecular formula: C2H3ClNP
Method: DFT, wB97M-V/def2-TZVPD

As for the orbital gap: 7.5498 eV. Its HOMO energy is -0.3157 Ha. The energy above the lowest of the compared OMol25 structures with the same formula, charge and spin is 45.27 kcal/mol. Its net charge is 0.

CARTESIAN COORDINATES (ANGSTROEM)
H1 -1.51281 -0.02165 -2.64062
N1 -1.89438 -0.34717 -1.74138
C1 -1.08725 -0.64832 -0.84915
C2 -0.89306 -1.06310 0.42013
P1 0.67957 -0.44529 -0.14495
H2 -1.59899 -1.56703 1.08959
Cl1 3.64228 2.31359 1.63905
H3 2.66464 1.77896 2.22733

Molecular formula: C6H10FN
Method: DFT, wB97M-V/def2-TZVPD

As for the orbital gap: 10.0322 eV. Its HOMO energy is -0.3373 Ha. The energy above the lowest of the compared OMol25 structures with the same formula, charge and spin is 83.06 kcal/mol. Its net charge is 0.

CARTESIAN COORDINATES (ANGSTROEM)
N1 2.04088 -0.94849 0.24359
C1 1.06204 -0.08423 -0.24639
C2 0.57038 0.97757 0.82302
C3 -0.82572 1.33083 0.35253
C4 -1.41615 0.13840 -0.43046
C5 -1.31824 -1.33948 0.05802
F1 -0.81143 -1.42328 1.32380
C6 -0.23360 -0.78044 -0.71562
H1 3.13880 -0.52444 -0.05862
H2 1.68538 -1.83705 -0.47210
H3 1.39430 0.40473 -1.15856
H4 0.67953 0.59773 1.80207
H5 1.07718 1.97485 0.78649
H6 -1.31440 1.80691 1.16985
H7 -0.98225 2.13665 -0.44613
H8 -2.13715 0.54817 -1.10232
H9 -2.23687 -2.09253 -0.06240
H10 -0.37269 -0.88589 -1.86678

Molecular formula: C3H9ClO
Method: DFT, wB97M-V/def2-TZVPD

As for the orbital gap: 11.1522 eV. Its HOMO energy is -0.3886 Ha. The energy above the lowest of the compared OMol25 structures with the same formula, charge and spin is 0.78 kcal/mol. Its net charge is 0.

CARTESIAN COORDINATES (ANGSTROEM)
C1 -0.04999 1.43251 0.33391
C2 -0.72610 0.11448 -0.18769
C3 -0.60876 -0.15097 -1.64037
Cl1 -1.82412 0.69527 -2.68577
H1 -0.01199 1.29696 1.42789
H2 -0.65779 2.32553 0.11095
H3 0.97523 1.60359 -0.03522
H4 -1.77020 -0.00585 0.15989
H5 -0.13120 -0.71529 0.24011
H6 0.37828 0.19446 -2.00353
H7 -0.67454 -1.23981 -1.82893
O1 1.71959 -1.55714 2.30943
H8 2.22177 -1.62768 1.46617
H9 1.15981 -2.36605 2.33316

Molecular formula: C4H6O2
Method: DFT, wB97M-V/def2-TZVPD

As for the orbital gap: 10.5159 eV. Its HOMO energy is -0.3628 Ha. The energy above the lowest of the compared OMol25 structures with the same formula, charge and spin is 49.94 kcal/mol. Its net charge is 0.

CARTESIAN COORDINATES (ANGSTROEM)
C1 0.20555 1.43788 -0.16994
C2 -0.09234 -0.03299 0.09999
C3 -1.03378 -0.72559 -0.85730
O1 -1.24739 -1.91292 -0.81544
C4 0.75601 -1.01692 0.82463
O2 -0.25735 -0.29918 1.48888
H1 -0.13456 1.76262 -1.15951
H2 -0.33962 2.04699 0.56257
H3 1.26084 1.70410 -0.08134
H4 -1.44585 -0.09817 -1.67508
H5 0.52778 -2.08335 0.78545
H6 1.80072 -0.78248 0.99708

Molecular formula: C11H14N3S2
Method: DFT, wB97M-V/def2-TZVPD

As for the orbital gap: 7.0490 eV. Its HOMO energy is -0.4194 Ha. The energy above the lowest of the compared OMol25 structures with the same formula, charge and spin is 0.00 kcal/mol. Its net charge is +1.

CARTESIAN COORDINATES (ANGSTROEM)
C1 0.62751 3.24969 0.33132
N1 0.26584 2.00855 0.97238
N2 -0.93891 1.85288 1.49889
N3 -0.96841 0.62218 2.00858
C2 -2.19417 0.24343 2.63249
S1 -2.94828 -1.24217 1.88653
C3 -4.54453 -1.26553 2.74081
C4 -4.41909 -1.57667 4.22657
C5 -3.71823 -0.39623 4.88642
S2 -1.98667 -0.23014 4.38378
C6 0.26662 -0.05119 1.80648
C7 0.78411 -1.30716 2.11583
C8 2.10429 -1.55709 1.70909
C9 2.89189 -0.60901 1.02183
C10 2.36009 0.64962 0.71703
C11 1.04786 0.87187 1.13195
H1 1.65259 3.19995 -0.04365
H2 -0.09876 3.42865 -0.46132
H3 0.48884 4.04520 1.06332
H4 -2.80847 1.14599 2.50357
H5 -5.11096 -2.06380 2.25617
H6 -5.09144 -0.31811 2.62307
H7 -5.42346 -1.66409 4.64841
H8 -3.88649 -2.52504 4.40578
H9 -4.29815 0.51662 4.68460
H10 -3.68335 -0.56103 5.96558
H11 0.17697 -2.03498 2.64435
H12 2.57855 -2.50866 1.91212
H13 3.92167 -0.86299 0.72806
H14 2.88268 1.45037 0.19182

Molecular formula: H24KrNeO12
Method: DFT, wB97M-V/def2-TZVPD

As for the orbital gap: 10.2467 eV. Its HOMO energy is -0.3939 Ha. The energy above the lowest of the compared OMol25 structures with the same formula, charge and spin is 7.21 kcal/mol. Its net charge is 0.

CARTESIAN COORDINATES (ANGSTROEM)
Ne1 -11.58497 -20.88352 16.22523
Kr1 -13.93123 -19.44020 14.18727
O1 -15.82051 -22.43755 12.22986
H1 -15.78362 -23.01071 12.99560
H2 -14.91089 -22.18114 12.07797
O2 -16.18807 -17.08872 11.48823
H3 -16.68732 -16.71791 12.21589
H4 -16.18383 -18.03115 11.65571
O3 -15.56358 -19.89755 17.70566
H5 -15.33176 -19.07699 17.27073
H6 -15.99002 -19.62617 18.51852
O4 -10.73579 -17.92585 13.83270
H7 -11.45832 -17.59544 14.36656
H8 -10.16193 -18.37221 14.45533
O5 -11.46452 -19.75170 11.91016
H9 -11.07716 -19.39271 12.70848
H10 -11.63704 -18.98626 11.36191
O6 -15.16497 -17.14826 16.24085
H11 -16.02571 -17.21256 15.82705
H12 -14.72900 -16.43280 15.77795
O7 -12.95421 -22.28328 11.87296
H13 -12.79223 -22.82283 12.64683
H14 -12.44235 -21.48849 12.02312
O8 -17.35643 -20.90993 15.59991
H15 -16.86452 -20.55978 16.34265
H16 -18.19854 -21.17203 15.97191
O9 -11.98276 -16.45137 15.93228
H17 -12.39469 -16.98515 16.61172
H18 -12.19275 -15.54966 16.17528
O10 -13.46957 -21.43693 18.16997
H19 -14.16723 -20.83228 17.91716
H20 -13.90480 -22.08976 18.71827
O11 -16.51928 -19.80189 12.55640
H21 -15.82854 -19.77823 13.21863
H22 -16.47326 -20.68628 12.19312
O12 -13.68289 -23.06769 16.00840
H23 -14.60626 -22.94680 15.78701
H24 -13.49202 -22.36735 16.63236

Molecular formula: C9H29O8
Method: DFT, wB97M-V/def2-TZVPD

As for the orbital gap: 10.3779 eV. Its HOMO energy is -0.4698 Ha. The energy above the lowest of the compared OMol25 structures with the same formula, charge and spin is 26.31 kcal/mol. Its net charge is +1.

CARTESIAN COORDINATES (ANGSTROEM)
O1 0.77892 0.61855 -0.81155
H1 -0.02567 0.66162 -1.41422
H2 0.68957 -0.21686 -0.26819
H3 1.21142 1.49393 -0.52240
C1 -2.28042 1.18700 1.67855
C2 -1.15725 2.29037 1.39181
O2 -1.07102 2.51541 -0.04465
O3 -2.28238 0.59080 2.88556
H4 -2.16034 0.29970 0.93732
H5 -3.12857 1.63920 1.57155
H6 -0.09446 2.01753 1.79920
H7 -1.39768 3.02056 1.94943
H8 -1.88266 2.99696 -0.31094
H9 -2.62284 1.29363 3.52325
C3 -2.42015 -0.96059 -1.76626
C4 -3.80321 -0.47008 -1.28450
O4 -4.58216 -1.65177 -0.82195
O5 -1.66765 0.09679 -2.02844
H10 -2.36564 -1.74106 -2.49702
H11 -2.04894 -1.33684 -0.93826
H12 -4.32445 0.03051 -1.88853
H13 -3.52021 0.22019 -0.45001
H14 -5.53446 -1.26843 -0.59454
H15 -2.02319 0.55027 -2.75403
C5 3.78337 1.47060 0.06303
C6 3.31139 2.90832 0.20308
O6 1.97712 3.00092 -0.26262
O7 3.06348 0.66506 0.83631
H16 4.73983 1.23814 0.65186
H17 3.61350 1.03572 -0.91308
H18 3.97053 3.50218 -0.52109
H19 3.17185 3.30479 1.32799
H20 1.46544 3.76207 0.18744
H21 3.09466 0.65924 1.95729
C7 0.40355 -3.87422 -0.08434
C8 1.26080 -2.72133 0.29606
C9 2.45143 -2.47573 -0.69575
O8 0.46203 -1.60425 0.60132
H22 -0.25424 -3.47370 -0.85740
H23 -0.12506 -4.39864 0.68688
H24 1.20535 -4.74793 -0.25787
H25 2.01367 -2.97807 0.93744
H26 1.90893 -2.12316 -1.70839
H27 2.97120 -3.39726 -0.98570
H28 3.13287 -1.82427 -0.32920
H29 0.09173 -1.80589 1.52557

Molecular formula: C6H12O2
Method: DFT, wB97M-V/def2-TZVPD

As for the orbital gap (spin up / spin down): 2.4186 / 9.2151 eV. As for the expectation value of S²: 0.751. Its HOMO energy (spin up / spin down) is 0.0261 / -0.2253 Ha. As for the spin multiplicity: 2. The energy above the lowest of the compared OMol25 structures with the same formula, charge and spin is 71.80 kcal/mol. Its net charge is -1.

CARTESIAN COORDINATES (ANGSTROEM)
C1 -0.80808 1.91032 -2.15626
C2 -0.87376 0.45291 -1.91805
C3 -1.75231 -0.50417 -2.31064
C4 1.50763 0.09605 1.11818
O1 0.92679 0.23557 2.42784
C5 0.43308 0.39926 0.09984
C6 0.37251 0.08561 -1.22072
H1 -1.83754 2.19997 -1.59003
H2 -0.59955 2.14762 -3.17303
H3 -0.08932 2.45932 -1.48302
H4 -2.69309 -0.31965 -2.74135
H5 -1.89150 -1.53090 -1.85407
H6 2.18775 0.87653 1.31041
H7 1.80988 -0.89753 0.96530
H8 0.86076 -0.46685 3.00147
H9 -0.45548 0.87860 0.52365
H10 1.06098 -0.53248 -1.79006
H11 1.09498 -2.92458 4.07538
H12 -0.03193 -2.48710 3.13088
O2 0.77821 -2.07847 3.58428